Entry 1:
Below is a structure of composition C3H8N2, with properties calculated with ωB97M-V with the def2-TZVPD basis set.

XYZ file:
```
13
Properties=species:S:1:pos:R:3:lowdin_charge:R:1
N -1.0531 0.4769 -1.2631 -0.045
N 1.2618 -0.8589 0.9640 -0.002
C 0.3705 0.2801 -0.9261 -0.347
C -1.1308 -0.3168 0.2464 -0.178
C 0.1123 0.0831 0.5129 -0.528
H -2.0060 -0.0053 0.8539 0.100
H 0.0995 1.2767 0.8948 0.201
H -1.2401 1.6213 -1.2993 0.140
H 1.0498 -1.2475 2.0054 0.113
H 0.6033 -0.6694 -1.5521 0.135
H -1.4278 -1.4446 -0.2306 0.188
H 2.1270 -0.1723 0.9559 0.103
H 1.2336 0.9769 -1.1622 0.121
```

Computed properties:
- relative energy (zero: lowest compared OMol25 entry of this formula, charge and spin) (kcal per mole) = 131.7
- LUMO energy (eV) = 0.88
- HOMO energy (eV) = -8.84
- 2S+1 = 1
- Kohn-Sham gap (hartree) = 0.3573
- molecular weight (g mol⁻¹) = 72.11



Entry 2:
Below is the molecule C3H8N2, with properties calculated with ωB97M-V with the def2-TZVPD basis set.

XYZ file:
```
13
Properties=species:S:1:pos:R:3:lowdin_charge:R:1
N -2.6000 0.4119 -0.0034 0.059
N -0.5230 -0.8811 -0.2324 -0.040
C 0.8858 -0.6568 0.2230 -0.258
C 1.3973 0.7529 -0.1139 -0.102
C -1.4734 -0.0706 0.3845 -0.357
H 1.4885 -1.4352 -0.1899 0.094
H 2.3767 0.8969 0.3406 0.064
H -0.5298 -1.0253 -1.2654 0.139
H 0.8904 -0.8072 1.3063 0.104
H 1.5143 0.9808 -1.1758 0.065
H -2.9665 0.1542 -0.9283 0.034
H 0.6968 1.5690 0.2426 0.087
H -1.1571 0.1104 1.4121 0.112
```

Computed properties:
- relative energy (zero: lowest compared OMol25 entry of this formula, charge and spin) (kcal per mole) = 34.2
- LUMO energy (eV) = 1.07
- HOMO energy (eV) = -9.03
- 2S+1 = 1
- Kohn-Sham gap (hartree) = 0.3710
- SMILES = [H]/N=C\NCC
- molecular weight (g mol⁻¹) = 72.11



Entry 3:
Below is the molecule C3H8N2, with properties calculated with ωB97M-V with the def2-TZVPD basis set.

XYZ file:
```
13
Properties=species:S:1:pos:R:3:lowdin_charge:R:1
N 0.6448 -1.4450 -0.5675 0.095
N 1.3881 -0.3936 1.3706 0.097
C 0.5927 -0.3955 0.3509 -0.554
C -0.0095 0.8915 -0.2963 -0.206
C -1.4530 0.5498 -0.0407 -0.113
H -1.1656 -0.2525 0.8889 0.139
H 1.5514 0.5311 1.7574 0.034
H 1.1415 -2.2636 -0.2536 0.089
H 0.2956 1.7674 0.2747 0.103
H 0.2206 0.9522 -1.3591 0.097
H -2.0868 1.3987 0.2022 0.065
H 0.7490 -1.2160 -1.5427 0.089
H -1.8689 -0.1245 -0.7849 0.064
```

Computed properties:
- relative energy (zero: lowest compared OMol25 entry of this formula, charge and spin) (kcal per mole) = 56.3
- LUMO energy (eV) = 0.91
- HOMO energy (eV) = -9.07
- 2S+1 = 1
- Kohn-Sham gap (hartree) = 0.3669
- SMILES = [H]/N=C(/N)CC
- molecular weight (g mol⁻¹) = 72.11



Entry 4:
Below is a cluster of 2 separate species, C3H8N2 in total, with properties calculated with ωB97M-V with the def2-TZVPD basis set.

XYZ file:
```
13
Properties=species:S:1:pos:R:3:lowdin_charge:R:1
N 0.5016 -1.2983 -2.3888 -0.010
N 0.7878 0.5352 2.1409 -0.020
C -0.3984 0.8571 1.5087 -0.320
C -1.3925 -0.0168 1.5312 -0.021
C 0.2215 -0.0717 -2.6675 -0.127
H -0.2722 1.6940 0.8750 0.088
H -1.2841 -0.7315 2.2695 0.029
H 0.8763 -0.4858 2.4862 0.123
H 1.0378 0.7152 -2.5233 0.075
H -0.7073 0.2740 -3.0166 0.035
H 1.5901 0.7458 1.5236 0.083
H -2.1287 0.1749 0.7944 0.036
H 1.2795 -1.6566 -2.9074 0.029
```

Computed properties:
- relative energy (zero: lowest compared OMol25 entry of this formula, charge and spin) (kcal per mole) = 104.7
- LUMO energy (eV) = 0.45
- HOMO energy (eV) = -8.13
- 2S+1 = 1
- Kohn-Sham gap (hartree) = 0.3152
- SMILES = C=CN.C=N
- molecular weight (g mol⁻¹) = 72.11



Entry 5:
Below is the molecule C3H8N2, with properties calculated with ωB97M-V with the def2-TZVPD basis set.

XYZ file:
```
13
Properties=species:S:1:pos:R:3:lowdin_charge:R:1
N 0.8052 0.4250 -1.0803 -0.070
N 0.0079 0.8724 -0.1357 -0.127
C -1.2087 0.0639 0.1735 -0.254
C -0.9521 -1.3074 0.7877 -0.124
C 2.0104 0.9166 -1.0556 -0.064
H 0.4078 1.1828 0.7300 0.109
H -1.9071 0.7192 0.6786 0.102
H -1.6082 -0.1920 -0.7837 0.089
H 2.3083 1.6730 -0.2996 0.069
H -0.2589 -1.3139 1.7513 0.099
H -0.4153 -1.9382 -0.0160 0.090
H -1.8065 -1.8457 1.1636 0.044
H 2.6172 0.7443 -1.9139 0.036
```

Computed properties:
- relative energy (zero: lowest compared OMol25 entry of this formula, charge and spin) (kcal per mole) = 66.1
- LUMO energy (eV) = 1.17
- HOMO energy (eV) = -8.47
- 2S+1 = 1
- Kohn-Sham gap (hartree) = 0.3543
- SMILES = C=NNCC
- molecular weight (g mol⁻¹) = 72.11



Entry 6:
Below is the ion C3H8N2O with charge -1, with properties calculated with ωB97M-V with the def2-TZVPD basis set.

XYZ file:
```
14
Properties=species:S:1:pos:R:3:lowdin_spin:R:1
O 0.5592 -1.9910 0.3456 0.028
N -0.5597 -0.7577 1.8928 0.089
N 0.0490 1.5141 0.1267 0.106
C 0.6108 -0.1030 -1.6247 0.056
C 0.0082 -0.9451 0.6460 0.108
C -0.2111 0.1586 -0.3598 0.176
H -1.2686 0.0624 -0.6758 0.086
H 0.4771 -1.1346 -1.9266 0.007
H 1.6597 0.0871 -1.3803 0.002
H 0.3097 0.6057 -2.3927 0.029
H -0.3848 1.6780 1.0400 0.108
H -0.4892 0.1709 2.2767 0.081
H -0.2996 -1.4993 2.5273 0.018
H -0.4607 2.1539 -0.4951 0.108
```

Computed properties:
- relative energy (zero: lowest compared OMol25 entry of this formula, charge and spin) (kcal per mole) = 0.0
- LUMO energy (alpha / beta) (eV) = 4.42 / 4.24
- HOMO energy (alpha / beta) (eV) = 1.09 / -5.40
- ⟨S²⟩ = 0.75
- net charge = -1
- 2S+1 = 2
- Kohn-Sham gap (alpha / beta) (hartree) = 0.1223 / 0.3543
- molecular weight (g mol⁻¹) = 88.11



Entry 7:
Below is a cluster of 2 separate species, C3H8N2O in total, with properties calculated with ωB97M-V with the def2-TZVPD basis set.

XYZ file:
```
14
Properties=species:S:1:pos:R:3:lowdin_spin:R:1
O -0.8631 -0.5500 -0.9416 0.086
N 1.7478 -0.6841 0.0569 0.008
N 1.4692 1.5643 -0.7489 0.003
C -1.2286 -0.2677 0.4251 0.423
C 2.1277 0.6168 -0.2487 0.008
C -2.5683 -0.0716 0.7219 0.298
H 3.1939 0.7365 -0.0026 0.001
H 2.4661 -1.2630 0.4482 0.002
H -1.1818 0.2068 -1.4501 0.025
H -3.3510 -0.6728 0.2411 0.051
H 1.1028 -1.1278 -0.5889 0.004
H -0.4578 -0.6112 1.1101 0.046
H 0.4743 1.5564 -0.5535 0.009
H -2.9313 0.5674 1.5310 0.035
```

Computed properties:
- relative energy (zero: lowest compared OMol25 entry of this formula, charge and spin) (kcal per mole) = 60.5
- LUMO energy (alpha / beta) (eV) = 3.94 / 3.90
- HOMO energy (alpha / beta) (eV) = 0.46 / -2.14
- ⟨S²⟩ = 0.75
- net charge = -1
- 2S+1 = 2
- Kohn-Sham gap (alpha / beta) (hartree) = 0.1279 / 0.2219
- molecular weight (g mol⁻¹) = 88.11



Entry 8:
Below is the molecule C3H8N2O, with properties calculated with ωB97M-V with the def2-TZVPD basis set.

XYZ file:
```
14
Properties=species:S:1:pos:R:3:lowdin_charge:R:1
O 0.8195 -0.4832 -0.2463 -0.106
N -1.0903 -1.3541 0.8213 0.105
N -1.0522 0.8719 0.0242 -0.034
C -0.4689 -0.3715 0.2030 -0.504
C 1.4724 -1.7144 -0.2552 -0.112
C -0.2615 2.1353 -0.2508 -0.082
H 0.3453 2.4961 0.7159 0.111
H 0.7911 -2.3576 -0.8504 0.091
H -1.9257 -1.0668 1.3057 0.023
H -2.0257 0.8542 0.2078 0.103
H 1.6369 -2.1261 0.8088 0.108
H 0.3819 1.8510 -1.1000 0.058
H -1.1451 2.9027 -0.6736 0.131
H 2.5223 -1.6374 -0.7103 0.107
```

Computed properties:
- relative energy (zero: lowest compared OMol25 entry of this formula, charge and spin) (kcal per mole) = 55.2
- LUMO energy (eV) = 0.87
- HOMO energy (eV) = -8.78
- 2S+1 = 1
- Kohn-Sham gap (hartree) = 0.3546
- SMILES = [H]/N=C(\NC)OC
- molecular weight (g mol⁻¹) = 88.11



Entry 9:
Below is a structure of composition C3H8N2O, with properties calculated with ωB97M-V with the def2-TZVPD basis set.

XYZ file:
```
14
Properties=species:S:1:pos:R:3:lowdin_charge:R:1
O -1.2608 1.4393 -0.0522 -0.168
N -0.8183 0.3295 -0.4912 -0.205
N 1.6114 1.8009 0.2743 0.000
C 1.0251 -1.2725 0.3121 0.036
C -1.8671 -1.1856 -0.4221 0.096
C 0.0243 -0.4526 0.1264 -0.168
H 2.1236 2.4113 0.9024 0.006
H 0.8948 -2.2083 0.8362 0.064
H -1.9214 -1.7505 0.5069 0.067
H 0.5679 2.1058 0.4384 0.051
H 2.0238 -0.9147 0.0890 0.062
H -1.5737 -1.7682 -1.2860 0.071
H 1.9433 2.0793 -0.6446 0.016
H -2.7730 -0.6137 -0.5896 0.072
```

Computed properties:
- relative energy (zero: lowest compared OMol25 entry of this formula, charge and spin) (kcal per mole) = 163.7
- LUMO energy (alpha / beta) (eV) = 0.54 / 0.54
- HOMO energy (alpha / beta) (eV) = -8.30 / -8.30
- 2S+1 = 1
- Kohn-Sham gap (alpha / beta) (hartree) = 0.3247 / 0.3247
- molecular weight (g mol⁻¹) = 88.11



Entry 10:
Below is a cluster of 2 separate species, C3H8N2O in total, with properties calculated with ωB97M-V with the def2-TZVPD basis set.

XYZ file:
```
14
Properties=species:S:1:pos:R:3:lowdin_charge:R:1
O 0.5582 -0.8294 -0.2759 -0.048
N -1.0164 1.4148 -0.6249 0.054
N -2.0207 0.6131 1.3386 0.101
C 2.7672 -1.4892 0.0330 -0.014
C -1.9978 1.3390 0.2039 -0.359
C 1.8074 -0.9250 -0.7511 -0.308
H -2.5494 0.9563 2.1106 0.088
H -1.7236 -0.3413 1.2475 0.099
H -2.9106 1.8531 -0.1143 0.112
H -1.3177 1.4995 -1.5899 0.057
H 2.1302 -0.3666 -1.6360 0.108
H 3.5992 -2.0835 -0.3170 0.033
H 0.1390 -0.0475 -0.7130 0.034
H 2.5351 -1.5932 1.0886 0.041
```

Computed properties:
- relative energy (zero: lowest compared OMol25 entry of this formula, charge and spin) (kcal per mole) = 68.6
- LUMO energy (eV) = 0.80
- HOMO energy (eV) = -7.98
- 2S+1 = 1
- Kohn-Sham gap (hartree) = 0.3226
- SMILES = [H]/N=C/N.C=CO
- molecular weight (g mol⁻¹) = 88.11